No. 1
This record from the Open Molecules 2025 dataset describes C6H16N2 as an isolated structure in a non-equilibrium geometry. The level of theory is wB97M-V/def2-TZVPD.

Geometry (Å):
1 C 0.89 -0.86 -0.27
2 C -0.89 0.83 -0.09
3 C 2.13 -0.16 0.25
4 C -0.05 -1.37 1.43
5 C -2.29 0.88 -0.67
6 C -0.33 2.24 0.10
7 N -0.04 -0.02 -0.91
8 N 1.19 -2.02 -1.01
9 H -0.60 -0.55 -1.56
10 H -0.86 0.13 0.94
11 H 0.39 -2.59 -1.25
12 H 2.14 -2.11 -1.33
13 H 2.68 0.30 -0.57
14 H 2.78 -0.90 0.72
15 H 1.87 0.60 0.97
16 H -0.79 -2.08 1.04
17 H 0.76 -1.96 1.85
18 H -0.40 -0.87 2.34
19 H -2.73 -0.12 -0.73
20 H -2.31 1.33 -1.67
21 H -2.94 1.48 -0.02
22 H -0.38 2.81 -0.83
23 H -0.92 2.77 0.86
24 H 0.71 2.23 0.42

Output
Orbital gap: 9.0 eV
Energy: -347.62901 Eh
Charge: 0

No. 2
This record from the Open Molecules 2025 dataset describes a 3-piece molecular cluster, C6H16N2 overall in a non-equilibrium geometry. The level of theory is wB97M-V/def2-TZVPD.

Geometry (Å):
1 C -3.52 -0.45 -0.54
2 C -2.44 0.59 -0.29
3 N -1.13 -0.01 -0.08
4 C -1.15 -0.78 1.19
5 C -0.11 1.04 -0.08
6 C 1.30 0.56 0.28
7 N 1.77 0.65 1.43
8 C 4.50 -0.29 -0.57
9 H -3.19 -1.21 -1.25
10 H -3.77 -0.98 0.40
11 H -4.45 0.01 -0.89
12 H -2.39 1.22 -1.19
13 H -2.74 1.27 0.54
14 H -1.70 -1.72 1.07
15 H -0.10 -0.97 1.46
16 H -1.61 -0.20 2.00
17 H -0.35 1.85 0.62
18 H -0.09 1.51 -1.08
19 H 1.15 -1.21 -0.28
20 H 2.03 0.36 -0.53
21 H 3.54 -0.61 -0.17
22 H 5.25 -1.00 -0.20
23 H 4.70 0.70 -0.17
24 H 4.51 -0.33 -1.65

Output
Orbital gap: 6.2 eV
Energy: -347.46033 Eh
Charge: 0

No. 3
This record from the Open Molecules 2025 dataset describes an isolated ion of composition C6H16N2 and charge +1 in a non-equilibrium geometry. The level of theory is wB97M-V/def2-TZVPD.

Geometry (Å):
1 C 0.71 -0.79 -0.18
2 N -0.42 0.11 -0.51
3 C -1.59 -0.49 -1.21
4 C -2.31 0.71 -1.81
5 N -3.64 0.22 -2.33
6 C 1.83 0.21 0.35
7 C 2.63 -0.56 2.59
8 C 1.84 0.49 1.83
9 H 0.56 -1.68 0.46
10 H 1.14 -1.15 -1.18
11 H -0.57 0.53 0.47
12 H -2.33 -1.15 -0.66
13 H -1.23 -1.25 -2.01
14 H -2.58 1.49 -1.07
15 H -1.64 1.23 -2.58
16 H -4.00 1.02 -2.92
17 H -4.47 0.04 -1.74
18 H 2.88 0.03 0.06
19 H 1.72 1.23 -0.22
20 H 2.61 -0.05 3.62
21 H 2.06 -1.53 2.52
22 H 3.62 -0.82 2.14
23 H 2.40 1.36 2.20
24 H 0.76 0.80 2.17

Output
Orbital gap (alpha / beta): 10.2 / 4.8 eV
Energy: -347.30512 Eh
Charge: +1
Spin multiplicity: 2

What are the relative energy (zero: lowest compared OMol25 entry of this formula, charge and spin) values for these records? In order: 60.1 166.0 69.8 kcal/mol.